{
  "formula": "C7H19NO2P2",
  "method": "wB97M-V/def2-TZVPD",
  "elements": ["C", "C", "C", "C", "C", "C", "C", "N", "O", "O", "P", "P", "H", "H", "H", "H", "H", "H", "H", "H", "H", "H", "H", "H", "H", "H", "H", "H", "H", "H", "H"],
  "xyz": [[-4.635234, 0.891301, -0.656317], [4.874180, -0.956725, 0.309674], [1.113085, 2.053180, 0.527786], [-3.523501, 0.772034, 0.356599], [3.723811, -0.312623, -0.325902], [-3.011644, -0.677381, 0.475654], [2.393606, -0.629334, 0.447507], [-0.778894, -2.385521, -0.383062], [0.898465, 0.248033, -1.677364], [-0.348621, -0.117236, 0.550622], [-1.361848, -0.936298, -0.373473], [0.982825, 0.349262, -0.210764], [-4.563840, 0.224252, -1.534952], [-5.548391, 0.482544, -0.365490], [-4.731489, 1.932225, -0.865639], [4.848083, -0.411609, 1.295902], [4.570622, -1.972099, 0.583731], [5.831211, -0.898423, -0.208445], [0.889686, 2.265136, 1.650466], [1.948955, 2.493041, 0.106355], [0.250190, 2.561124, -0.113599], [-3.956775, 1.195157, 1.370576], [-2.673094, 1.453504, 0.004507], [3.442323, -0.555193, -1.358469], [3.991663, 0.726353, -0.525584], [-2.778539, -0.994338, 1.499807], [-3.665053, -1.413025, -0.041387], [2.133382, -1.804306, 0.330952], [2.525297, -0.306533, 1.510461], [-1.383835, -3.116905, -0.794738], [-1.456626, -0.159583, -1.585420]],
  "atomic_forces_ev_per_a": [[0.8316, -0.7341, -1.0068], [-0.2432, -0.3605, 2.1593], [-4.1280, -0.2457, -0.4808], [0.2742, 0.9519, 1.2085], [-2.3296, 0.5633, -2.2926], [0.8646, -0.2988, -0.0093], [-0.1944, -0.7867, 0.0667], [2.6925, -4.8528, 0.8472], [-0.1317, 0.2873, -0.0132], [0.7445, -0.1659, 0.7319], [-6.2807, 3.3411, -3.2207], [2.3989, 1.0968, 1.5446], [1.0888, 0.8586, -0.2337], [-1.7901, -0.1998, 1.5517], [-0.4621, 0.5864, -0.7556], [1.0727, -0.6293, -0.6197], [0.6221, -0.1968, -0.2523], [-0.1605, 0.0087, 0.1598], [0.6839, -0.7573, -2.1252], [2.0626, 1.0243, -0.2218], [1.4121, -0.8246, 1.4823], [1.1562, -0.8742, -1.7408], [-1.0238, -0.8331, 0.7708], [0.6088, -0.8367, -0.0294], [-0.5920, 0.5693, 0.8205], [-0.4388, -0.0220, 0.0268], [0.3318, 0.5780, 0.6927], [0.6131, 2.7709, 0.4820], [-0.2960, -0.6995, -0.5211], [0.2629, 0.8527, 0.0522], [0.3497, -0.1715, 0.9262]],
  "lowdin_charge": [-0.14, -0.13, -0.15, -0.32, -0.36, -0.31, -0.25, -0.05, -0.34, -0.42, 0.57, 0.47, 0.08, 0.05, 0.06, 0.09, 0.08, 0.08, 0.09, -0.01, 0.09, 0.14, 0.10, 0.10, 0.10, 0.07, 0.05, 0.14, 0.09, 0.00, 0.03],
  "spin_multiplicity": 3,
  "orbital_gap_ev": [3.829, 7.768],
  "homo_energy_ev": [-3.11, -10.46],
  "e_tot_ha": -1165.8759,
  "total_charge": 0,
  "e_lumo_ev": [0.717, -2.694]
}


{
  "formula": "C7H19NO3",
  "method": "wB97M-V/def2-TZVPD",
  "elements": ["C", "C", "C", "C", "C", "C", "C", "N", "H", "H", "H", "H", "H", "H", "H", "H", "H", "H", "H", "H", "H", "H", "H", "O", "H", "H", "O", "H", "H", "O"],
  "xyz": [[-0.733095, -0.485776, -1.360889], [-1.634911, -0.713172, -0.153963], [-1.684269, 0.322169, 0.845487], [-2.299749, 1.480415, 0.622752], [0.272607, -0.552156, 1.969092], [-0.931477, -0.032617, 2.029283], [-1.631715, 0.206575, 3.363809], [-1.200272, 0.751963, -2.154240], [0.394367, -0.180301, -0.971647], [-0.834274, -1.270045, -2.023114], [-1.340050, -1.748096, 0.330152], [-2.652430, -0.900144, -0.545725], [-2.424294, 2.204819, 1.461176], [-2.799171, 1.724520, -0.278936], [1.022129, -0.598615, 2.861576], [0.672955, -0.856799, 1.013885], [-2.423130, -0.596496, 3.455983], [-1.027720, 0.149300, 4.183723], [-2.195516, 1.162555, 3.421580], [-0.780083, 0.804751, -3.001491], [-0.949686, 1.585201, -1.678713], [3.080529, 1.827933, 0.462550], [3.442080, 0.332564, 0.327916], [3.707450, 1.186902, -0.083546], [3.132285, 0.314817, -2.501017], [1.823317, -0.422161, -2.673983], [2.434152, 0.255025, -3.133097], [0.650703, -2.394259, -0.873358], [2.002483, -2.541642, -1.185841], [1.541280, -2.093711, -0.608165]],
  "atomic_forces_ev_per_a": [[1.9743, 5.5266, 1.4372], [-0.3518, -3.8308, -1.6733], [-0.0851, 0.7046, -0.2036], [-0.1525, 0.5566, 2.3085], [2.5399, -0.2288, 1.1727], [-0.7874, 1.2420, 2.8999], [-2.6911, 0.0374, -2.2677], [-1.7805, -2.1284, 3.3171], [-2.7900, -1.4398, -1.1594], [0.3946, -1.8911, -1.3588], [-0.4622, 1.9694, -0.8554], [0.3473, 0.1522, -0.0082], [0.3798, -0.4542, -0.8361], [-0.3490, -0.0683, -0.7443], [-1.8383, -0.2491, -1.5141], [0.2915, 0.1371, 0.0817], [0.7382, 0.7574, -0.0311], [1.8675, -0.2699, 2.0997], [0.4251, -0.4886, -0.2327], [1.6637, -0.1390, -3.1502], [0.2237, 0.6659, 0.6885], [2.0209, -1.7819, -1.8822], [0.3871, 0.6143, -0.5004], [-2.4677, 1.0488, 2.3230], [0.9690, 0.4040, 0.7890], [1.2988, 1.6597, -1.1332], [-2.3153, -1.9843, 0.4760], [0.2337, 0.5140, 0.6609], [4.6546, -3.6657, -4.5897], [-4.3384, 2.6301, 3.8862]],
  "lowdin_charge": [-0.23, -0.20, -0.34, 0.08, 0.05, -0.35, -0.04, 0.03, 0.14, 0.08, 0.15, 0.13, 0.08, 0.05, 0.11, 0.02, 0.11, 0.03, 0.08, 0.01, 0.04, 0.11, 0.03, -0.12, -0.01, 0.04, -0.08, 0.06, -0.04, -0.01],
  "spin_multiplicity": 1,
  "orbital_gap_ev": 9.124,
  "e_above_lowest_kcal_mol": 50.6,
  "smiles": "C=C(C)C(=C)CCN.O.O.O",
  "homo_energy_ev": -8.83,
  "e_tot_ha": -558.4627,
  "total_charge": 0,
  "e_lumo_ev": 0.293
}


{
  "formula": "C7H19NO3",
  "method": "wB97M-V/def2-TZVPD",
  "elements": ["C", "C", "N", "C", "C", "C", "C", "C", "H", "H", "H", "H", "H", "H", "H", "H", "H", "H", "H", "H", "H", "H", "H", "O", "H", "H", "O", "H", "H", "O"],
  "xyz": [[1.102546, 2.170001, 1.572984], [-0.090783, 1.377291, 0.967219], [0.456000, -0.302710, 3.393691], [0.426914, -0.778562, 2.078261], [0.012595, -0.131825, 0.977429], [-0.245207, -0.905427, -0.244197], [-1.217328, -0.675690, -1.116119], [-1.406295, -1.462605, -2.403651], [1.818587, 1.443853, 1.961597], [0.759532, 2.862862, 2.317892], [1.717287, 2.591319, 0.776201], [-0.140870, 1.659725, -0.090732], [-1.049053, 1.790336, 1.302531], [1.265875, -0.657830, 3.890856], [0.396410, 0.700166, 3.497143], [0.451611, -1.844302, 2.032855], [0.372213, -1.793727, -0.372917], [-2.001427, 0.068019, -0.997550], [-1.995958, -0.903905, -3.094055], [-1.773029, -2.466767, -2.268920], [-0.431610, -1.433012, -2.903390], [1.225209, -2.737903, -3.395766], [2.112965, -2.662723, -2.168464], [2.137333, -2.573412, -3.125679], [0.731191, 2.454736, -3.688349], [1.623927, 2.152360, -2.512753], [1.626134, 2.174474, -3.470232], [-2.360724, 0.306532, 3.005328], [-2.496238, -0.429093, 1.700381], [-3.027805, 0.007816, 2.378397]],
  "atomic_forces_ev_per_a": [[0.2543, -1.6478, -0.7577], [-0.2141, 0.7700, -1.2300], [0.5597, 0.0381, -0.1500], [-1.2327, 0.1888, -0.0468], [0.5656, 0.5340, 0.7678], [-0.2433, -0.0565, 0.3688], [-0.7446, -0.3929, -0.8226], [1.5165, 0.7687, 0.3891], [-0.1422, 0.1360, 0.6288], [0.2933, 0.5187, 0.2411], [-0.4433, 0.7053, 0.0939], [0.0524, -0.1059, -0.0184], [0.0315, -0.3668, 0.4999], [-0.2690, 0.0656, 0.1958], [0.0911, -0.0029, -0.1105], [0.4735, -0.7435, -0.0301], [0.0690, 0.0900, -0.1597], [0.4397, 0.3775, 0.4546], [-0.9604, 0.1896, -0.3348], [-0.1381, -0.3299, -0.0343], [0.0028, -0.6126, 0.0441], [0.1762, 0.0208, -0.0285], [0.0725, 0.0270, 0.0307], [-0.2190, -0.0817, -0.0045], [0.0432, -0.0124, -0.1164], [0.1157, -0.0852, 0.2566], [-0.1771, 0.0870, -0.1353], [-0.0526, -0.0547, 0.1160], [-0.0837, -0.0344, 0.0127], [0.1631, 0.0100, -0.1202]],
  "lowdin_charge": [-0.09, -0.21, 0.06, -0.18, -0.28, -0.10, -0.15, -0.09, 0.06, 0.06, 0.07, 0.09, 0.11, 0.09, 0.07, 0.11, 0.11, 0.11, 0.06, 0.07, 0.06, 0.02, 0.02, -0.06, 0.03, 0.02, -0.05, 0.02, 0.01, -0.06],
  "spin_multiplicity": 1,
  "orbital_gap_ev": 8.707,
  "e_above_lowest_kcal_mol": 11.1,
  "smiles": "C/C=C/C(=C/N)CC.O.O.O",
  "homo_energy_ev": -8.20,
  "e_tot_ha": -558.5255,
  "total_charge": 0,
  "e_lumo_ev": 0.504
}


{
  "formula": "C7H19NP",
  "method": "wB97M-V/def2-TZVPD",
  "elements": ["C", "C", "C", "C", "C", "C", "C", "N", "P", "H", "H", "H", "H", "H", "H", "H", "H", "H", "H", "H", "H", "H", "H", "H", "H", "H", "H", "H"],
  "xyz": [[1.549997, 1.478278, -0.162022], [3.087555, -2.066565, 1.557947], [-3.631434, -0.489133, -1.258471], [-2.328580, 2.040503, -1.452997], [1.495143, -0.037076, -0.149711], [2.036358, -1.120147, 2.187790], [1.024772, -0.599205, 1.164965], [-0.258921, -0.525987, 1.374309], [-1.950926, 0.222577, -1.128987], [2.126731, 2.026952, 0.677518], [0.597970, 1.855835, -0.117423], [1.886673, 1.857755, -1.215926], [2.548355, -2.922900, 1.341734], [3.782730, -2.247029, 2.435567], [3.515981, -1.655584, 0.762499], [-4.256923, -0.367637, -0.397269], [-3.471255, -1.535764, -1.179615], [-4.239332, -0.191572, -2.209210], [-3.162133, 1.909266, -2.104387], [-1.551990, 2.306493, -2.139518], [-2.531119, 2.663742, -0.606963], [0.855314, -0.468666, -0.892162], [2.551389, -0.409002, -0.429231], [1.506542, -1.580034, 3.016611], [2.524515, -0.208185, 2.366296], [-0.929971, -0.005847, 0.749810], [-1.557241, 0.005504, -2.416422], [-0.616831, -0.741622, 2.333634]],
  "atomic_forces_ev_per_a": [[2.3991, 1.3678, -1.2265], [-1.3412, -0.0430, 5.6967], [-0.7701, 0.4430, -1.4999], [0.3392, -2.0599, -0.5122], [2.8420, -0.9405, 0.2178], [-1.6149, -0.5248, -2.3439], [-0.2202, -0.0528, -0.1355], [0.5438, 0.2468, 2.3999], [-1.4727, 1.5641, 0.7147], [-0.5442, -1.3129, -1.4500], [-2.6006, 0.9820, 0.3710], [-0.0807, -0.7819, 2.0609], [-0.4684, -2.0856, -0.6922], [-0.4083, -0.0784, -1.4933], [2.1097, 1.4931, -3.1224], [-0.2597, 0.8775, 0.6136], [0.0239, -1.2989, -0.7027], [1.2783, -0.6363, 1.6910], [-1.0431, 0.5412, -0.2310], [0.7349, 1.0088, 0.1333], [0.1379, 0.3464, 0.2673], [-0.5158, 0.2024, -0.6672], [-1.7022, 0.3451, 0.7311], [0.2505, 0.2838, 0.3302], [0.7950, 1.3942, 1.2198], [0.6767, -0.7889, -0.2464], [0.4870, -0.4502, -0.9285], [0.4238, -0.0422, -1.1956]],
  "lowdin_charge": [-0.08, -0.03, -0.35, -0.29, -0.20, -0.13, -0.21, 0.20, 0.85, 0.12, 0.01, 0.13, 0.07, 0.13, 0.02, 0.03, 0.00, 0.09, 0.01, 0.02, 0.03, 0.08, 0.14, 0.13, 0.11, 0.00, -0.04, 0.17],
  "spin_multiplicity": 1,
  "orbital_gap_ev": 9.055,
  "e_above_lowest_kcal_mol": 25.3,
  "homo_energy_ev": -12.76,
  "e_tot_ha": -673.9180,
  "total_charge": 1,
  "e_lumo_ev": -3.709
}